# C26H45N2O5PV

A molecular structure, C26H45N2O5PV (wB97M-V/def2-TZVPD, OMol25).

## Properties
lowest unoccupied orbital energy = -8.362 eV
orbital gap = 2.451 eV
electronic energy = -75869.4588 eV
energy above the lowest of the compared OMol25 structures with the same formula, charge and spin = 2.724 eV

```
! RIJCOSX wB97M-V def2-TZVPD def2/J DEFGRID3
* xyz 1 1
C -4.618 4.997 -0.815
C -5.071 3.851 0.178
C -3.990 3.679 1.294
C -3.957 2.222 1.935
C -2.451 1.877 2.198
C -2.231 0.730 3.270
C -1.954 -0.648 2.563
C -0.803 -1.491 3.246
C -0.436 -2.630 2.200
C 0.939 -3.326 2.481
C 2.112 -2.903 1.537
C 1.787 -2.964 0.012
C 2.726 -2.104 -0.912
C 3.607 -0.976 -0.322
O 4.554 -1.272 0.677
C 2.947 0.368 0.113
C 3.649 1.608 -0.082
C 2.907 2.727 0.403
C 1.610 2.531 1.012
N 0.892 1.397 1.193
C 1.621 0.380 0.719
C 4.347 -0.555 -1.673
O 5.459 -0.175 -1.825
N 3.390 -0.771 -2.727
C 2.205 -1.638 -2.330
O 2.288 -2.649 -3.313
C 1.068 -3.176 -3.821
C 0.395 -4.300 -2.959
P 0.865 -0.327 -2.280
C 0.841 0.371 -4.031
C -0.839 -1.021 -1.943
C -1.938 -0.525 -2.974
H -5.476 5.460 -1.351
H -4.121 5.828 -0.255
H -3.909 4.628 -1.591
H -5.238 2.949 -0.445
H -6.014 4.233 0.640
H -4.116 4.413 2.117
H -2.997 3.823 0.796
H -4.552 2.189 2.874
H -4.416 1.559 1.161
H -1.994 1.645 1.209
H -1.917 2.786 2.575
H -1.408 1.037 3.946
H -3.212 0.628 3.793
H -2.854 -1.312 2.528
H -1.712 -0.427 1.493
H -1.224 -2.024 4.128
H 0.073 -0.853 3.494
H -0.540 -2.159 1.197
H -1.220 -3.426 2.245
H 1.254 -3.066 3.522
H 0.796 -4.430 2.482
H 2.498 -1.924 1.898
H 2.938 -3.636 1.712
H 0.736 -2.724 -0.259
H 1.938 -4.028 -0.294
H 3.486 -2.867 -1.240
H 5.420 -1.463 0.279
H 4.637 1.736 -0.548
H 3.324 3.745 0.319
H 1.125 3.451 1.394
H 1.129 -0.616 0.801
H 3.923 -1.429 -3.312
H 0.276 -2.441 -4.083
H 1.329 -3.679 -4.785
H -0.616 -4.458 -3.417
H 0.205 -4.017 -1.906
H 0.908 -5.282 -3.035
H 0.023 1.116 -4.119
H 1.827 0.881 -4.142
H 0.798 -0.434 -4.794
H -0.884 -2.123 -1.815
H -1.163 -0.587 -0.961
H -2.921 -1.004 -2.768
H -1.662 -0.727 -4.027
H -2.077 0.561 -2.762
O 2.031 5.064 5.791
V 1.886 5.029 4.103
O 1.764 5.090 2.390
*
```

Results of the Löwdin charge analysis, in e, for atoms 1 through 5: -0.135, -0.254, -0.228, -0.199, -0.236